[1]
Formula: C52H47N9O2STi
Source: the OMol25 dataset
Level of theory: ωB97M-V/def2-TZVPD

Charge: +1
Energy above the lowest of the compared OMol25 structures with the same formula, charge and spin (kcal per mole): 49.93
Spin multiplicity: 2
E_LUMO (alpha / beta) (Ha): -0.1083 / -0.1183
Max |F| (eV Å⁻¹): 1.6
DFT total energy (Eh): -3900.5349
Kohn-Sham gap (alpha / beta) (eV): 6.4 / 7.1
⟨S²⟩: 0.77

Positions of all 112 atoms, in Å:
Ti: 0.38 -0.23 0.38
O: 2.22 -5.43 1.69
C: 2.46 -4.60 2.74
C: 3.21 -5.04 3.83
C: 3.47 -4.20 4.89
C: 2.99 -2.89 4.89
C: 2.27 -2.45 3.80
C: 1.98 -3.29 2.72
C: 1.17 -2.71 1.63
O: 1.19 -1.38 1.54
N: 0.44 -3.41 0.85
N: -0.41 -2.59 0.06
C: -0.98 -3.30 -0.83
C: -2.10 -2.90 -1.71
C: -2.19 -3.50 -2.96
C: -3.25 -3.17 -3.79
C: -4.20 -2.28 -3.32
C: -4.05 -1.77 -2.04
N: -3.02 -2.05 -1.25
H: 2.60 -6.29 1.88
H: 3.59 -6.05 3.83
H: 4.04 -4.56 5.73
H: 3.19 -2.23 5.72
H: 1.90 -1.43 3.76
H: -0.66 -4.33 -0.90
H: -1.43 -4.21 -3.27
H: -3.33 -3.60 -4.78
H: -5.06 -2.02 -3.92
H: -4.80 -1.10 -1.63
C: 2.44 -2.31 -2.06
C: 3.29 -2.15 -0.82
C: 4.20 -3.17 -0.51
C: 5.04 -3.06 0.58
C: 4.98 -1.93 1.39
C: 4.08 -0.91 1.12
C: 4.01 0.28 2.04
C: 3.24 -1.03 0.00
N: 2.28 0.03 -0.27
C: 2.79 1.16 -0.77
C: 4.22 1.32 -1.19
C: 1.88 2.24 -0.97
C: 2.43 3.56 -1.43
N: 0.62 1.99 -0.73
C: -0.36 2.88 -1.33
C: -0.42 2.97 -2.73
C: 0.58 2.34 -3.67
C: -1.41 3.76 -3.30
C: -2.31 4.48 -2.53
C: -2.19 4.43 -1.15
C: -1.22 3.65 -0.53
C: -1.05 3.73 0.95
H: 2.11 -3.35 -2.16
H: 3.00 -2.05 -2.96
H: 1.55 -1.68 -2.04
H: 4.24 -4.05 -1.14
H: 5.74 -3.86 0.81
H: 5.62 -1.85 2.26
H: 4.43 0.03 3.01
H: 2.98 0.61 2.18
H: 4.58 1.13 1.64
H: 4.80 0.41 -1.05
H: 4.71 2.12 -0.63
H: 4.27 1.59 -2.25
H: 3.20 3.89 -0.72
H: 1.66 4.33 -1.48
H: 2.91 3.49 -2.41
H: 1.18 1.56 -3.20
H: 1.25 3.10 -4.06
H: 0.06 1.91 -4.53
H: -1.47 3.82 -4.38
H: -3.07 5.09 -3.00
H: -2.84 5.05 -0.53
H: -1.84 4.33 1.40
H: -0.10 4.20 1.20
H: -1.06 2.76 1.42
N: -3.37 1.16 -1.47
C: -3.22 0.99 -2.86
C: -4.18 1.48 -3.73
C: -4.06 1.28 -5.10
C: -2.99 0.55 -5.59
C: -2.02 0.06 -4.72
C: -2.14 0.29 -3.36
S: -0.89 -0.31 -2.28
N: -1.43 0.11 -0.69
C: -2.55 0.71 -0.50
C: -3.14 0.89 0.88
C: -3.65 2.12 1.27
C: -4.30 2.19 2.49
C: -4.45 1.03 3.24
C: -3.91 -0.15 2.74
N: -3.26 -0.23 1.59
H: -4.23 1.59 -1.15
H: -5.02 2.04 -3.33
H: -4.81 1.68 -5.77
H: -2.89 0.37 -6.65
H: -1.18 -0.52 -5.10
H: -3.50 3.00 0.66
H: -4.68 3.14 2.86
H: -4.98 1.04 4.18
H: -4.01 -1.07 3.30
N: -0.45 1.71 7.51
C: -0.36 1.50 6.38
C: -0.24 1.23 4.97
C: -0.88 0.11 4.41
C: -0.74 -0.14 3.06
C: 0.01 0.70 2.23
C: 0.65 1.78 2.81
C: 0.53 2.06 4.16
H: -1.45 -0.55 5.05
H: -1.18 -1.05 2.67
H: 1.27 2.43 2.20
H: 1.04 2.91 4.60



[2]
Formula: CClFOS
Source: the OMol25 dataset
Level of theory: ωB97M-V/def2-TZVPD

Energy above the lowest of the compared OMol25 structures with the same formula, charge and spin (kcal per mole): 94.77
E_LUMO (alpha / beta) (Ha): -0.0580 / -0.0587
Max |F| (eV Å⁻¹): 1.7
DFT total energy (Eh): -1071.4244
Kohn-Sham gap (alpha / beta) (eV): 7.7 / 7.7

Positions of all 5 atoms, in Å:
C: 1.34 0.50 -0.54
O: -1.81 -0.93 0.94
F: 0.78 1.12 -1.56
S: -1.21 -2.06 0.26
Cl: 0.90 1.37 0.90



[3]
Formula: C6H13N
Source: the OMol25 dataset
Level of theory: ωB97M-V/def2-TZVPD

Energy above the lowest of the compared OMol25 structures with the same formula, charge and spin (kcal per mole): 80.80
E_LUMO (Ha): 0.0329
Max |F| (eV Å⁻¹): 0.3
DFT total energy (Eh): -291.0300
Kohn-Sham gap (eV): 7.7

Positions of all 20 atoms, in Å:
C: -1.22 1.82 0.73
C: -0.46 0.51 0.77
N: -0.08 -0.20 -0.50
C: -0.61 -1.57 -0.59
C: 0.97 0.36 0.51
C: 1.75 -0.72 1.21
C: 0.18 0.43 -1.80
H: -2.30 1.66 0.64
H: -1.04 2.34 1.68
H: -0.87 2.48 -0.07
H: -0.98 -0.23 1.41
H: -0.40 -1.99 -1.58
H: -0.16 -2.21 0.17
H: -1.70 -1.56 -0.44
H: 2.28 -0.26 2.06
H: 1.18 -1.58 1.62
H: 2.52 -1.12 0.54
H: 0.07 1.51 -1.74
H: -0.47 0.02 -2.58
H: 1.23 0.22 -2.05



Question: Among the records above, which one has the highest DFT total energy?
Answer: C6H13N



Question: The lowest DFT total energy belongs to which entry?
Answer: C52H47N9O2STi



Question: max |F| of number 2 (CClFOS)?
Answer: 1.7 eV Å⁻¹



Question: What is the DFT total energy in the third record?
Answer: -291.0300 Eh